This record from the OMol25 dataset describes a molecular structure, C47H56FN5O3P2PbS. The level of theory is wB97M-V/def2-TZVPD.

Each line ends with the Mulliken charge.
Geometry (Å):
Pb 0.10944 -0.43582 -0.46743  1.878
C -2.58293 -6.53536 -3.84799  -1.371
C -3.78850 -5.75189 -3.34743  -0.253
C -4.83296 -6.61561 -2.65505  -1.061
C -4.27894 -7.19712 -1.36351  -1.184
C -3.72452 -6.10570 -0.49098  0.999
C -3.63358 -6.25620 0.87377  -0.747
C -3.11423 -5.23436 1.66342  0.141
F -3.03471 -5.44959 2.99131  -0.364
C -2.69817 -4.04604 1.14064  -1.450
C -2.79628 -3.86110 -0.24543  0.294
C -2.35198 -2.58859 -0.81587  1.208
O -2.00928 -1.65686 -0.05379  -0.998
C -2.36457 -2.50122 -2.23857  0.492
C -2.89500 -3.53441 -2.95423  -0.489
N -3.35178 -4.68247 -2.42995  0.092
C -3.29052 -4.88815 -1.05789  0.082
C -1.84515 -1.32197 -3.02861  -0.273
O -2.36259 -1.06439 -4.10847  -0.734
O -0.84233 -0.69362 -2.52840  -0.583
H -2.90278 -7.34392 -4.50647  0.393
H -2.01809 -6.96416 -3.01981  0.372
H -1.90664 -5.88780 -4.40559  0.389
H -4.26075 -5.23845 -4.18708  0.492
H -5.14105 -7.40876 -3.33755  0.434
H -5.71376 -6.00568 -2.44189  0.360
H -3.49554 -7.92624 -1.58908  0.355
H -5.05489 -7.73831 -0.82054  0.468
H -3.96170 -7.17150 1.35013  0.523
H -2.28021 -3.26301 1.75597  0.680
H -2.96385 -3.43789 -4.03122  0.554
C 0.69812 2.11965 -4.01265  -1.469
P 0.15551 2.02469 -2.27373  0.777
C -1.59972 2.47743 -2.43257  -1.302
C 0.97328 3.43960 -1.45635  0.346
C 0.49939 4.74011 -1.60427  -0.668
C 1.06065 5.79582 -0.90754  -0.892
C 2.11544 5.55442 -0.04155  -0.743
C 2.61130 4.26872 0.10066  -0.456
C 2.05808 3.19657 -0.60033  0.167
P 2.72573 1.49245 -0.41569  1.134
C 3.90774 1.39416 -1.81270  -1.191
C 3.88923 1.63762 0.98305  -1.108
H 0.43016 3.08296 -4.45283  0.414
H 0.20090 1.32052 -4.56350  0.398
H 1.77587 1.98673 -4.09029  0.288
H -1.75441 3.46230 -2.87656  0.562
H -2.09003 2.44817 -1.45986  0.220
H -2.04993 1.72015 -3.07707  0.483
H -0.33793 4.93279 -2.26306  0.311
H 0.66567 6.79622 -1.02623  0.415
H 2.55655 6.36654 0.52233  0.418
H 3.44585 4.10381 0.76876  0.344
H 4.52634 2.29045 -1.88830  0.366
H 3.38845 1.23804 -2.75649  0.199
H 4.55279 0.53091 -1.64008  0.342
H 4.76380 2.24925 0.74772  0.548
H 4.20021 0.62245 1.23312  -0.109
H 3.38660 2.05798 1.85544  0.374
N 0.59693 -3.08557 1.77160  -0.666
C 0.88903 -3.06631 0.64808  0.451
N -1.51987 2.60829 1.54588  0.518
C -1.72982 3.68857 0.99440  -0.493
C -2.92913 4.44467 1.40480  0.348
C -3.60809 5.18563 0.44183  -0.375
C -4.73769 5.90929 0.79193  -0.609
C -5.16555 5.93523 2.11182  -0.421
C -4.47676 5.21644 3.08034  -0.656
C -3.37047 4.46166 2.72747  -0.037
H -3.24639 5.18409 -0.57821  0.420
H -5.27184 6.46792 0.03421  0.395
H -6.03502 6.51809 2.38648  0.374
H -4.81254 5.23484 4.10935  0.407
H -2.84542 3.87547 3.47287  0.442
C 0.42141 2.71492 3.55324  -2.090
C -0.32851 1.40537 3.32333  4.659
C 0.70768 0.29024 3.10041  -1.867
C -1.17242 1.51233 2.06260  -2.439
C -1.26740 1.03982 4.47427  -0.645
C -1.79930 -0.24661 4.56219  -0.262
C -2.69598 -0.58118 5.56347  -0.950
C -3.08105 0.36397 6.50345  -0.413
C -2.56014 1.64459 6.42843  -0.998
C -1.66398 1.97874 5.42202  -0.160
H 1.10828 2.89143 2.72309  -0.028
H 0.99923 2.66698 4.47731  0.606
H -0.23784 3.58141 3.60984  0.460
H 1.40036 0.57423 2.30391  -0.168
H 0.25621 -0.65907 2.81321  -0.057
H 1.28729 0.11732 4.00928  0.531
H -1.57544 0.59564 1.63656  1.414
H -1.51986 -1.00354 3.84045  0.291
H -3.09366 -1.58692 5.60866  0.447
H -3.77896 0.10294 7.28805  0.388
H -2.84766 2.39219 7.15695  0.396
H -1.26678 2.98411 5.39008  0.378
C 5.15303 -3.12241 4.09951  -1.174
C 4.22948 -3.60719 2.99269  -0.634
N 3.59139 -2.51211 2.26273  0.222
C 3.87830 -1.79611 1.17428  -0.306
S 1.24597 -2.89797 -0.98718  -0.523
N 5.02289 -2.02025 0.50151  0.160
C 6.09217 -3.01250 0.60466  -0.752
C 5.79034 -4.29185 -0.16216  -0.983
H 5.65895 -3.96215 4.57881  0.362
H 4.59334 -2.58151 4.86340  0.378
H 5.91171 -2.44169 3.70968  0.248
H 3.41766 -4.20336 3.41476  0.445
H 4.75448 -4.26785 2.30474  0.177
H 2.67383 -2.28674 2.61325  0.204
H 5.05297 -1.49982 -0.35883  0.170
H 6.30318 -3.21677 1.65245  0.203
H 6.99736 -2.54707 0.20536  0.434
H 4.86189 -4.74899 0.18235  0.214
H 6.59746 -5.01755 -0.04828  0.358
H 5.66913 -4.08333 -1.22629  0.340

As for the molecular weight: 1059.2 g mol⁻¹. The gap between HOMO and LUMO comes out at 7.65 eV.

This record from the OMol25 dataset describes 3 unconnected molecules or ions with the total composition C16H38NO8S. The level of theory is wB97M-V/def2-TZVPD.

Each line ends with the Mulliken charge.
Geometry (Å):
O 5.36716 4.58718 0.84054  -0.391
N 4.12396 4.61679 0.16786  0.270
S 4.35595 4.17783 -1.55437  0.038
C 3.67545 6.07573 0.28814  -0.524
C 2.17368 6.14126 0.55634  -0.383
O 1.50740 5.16260 -0.20576  -0.283
C 1.76424 3.84764 0.24698  0.107
C 3.14808 3.73020 0.88741  -1.214
H 5.82100 3.77568 0.54552  0.404
H 3.93366 2.91889 -1.37303  0.204
H 3.95196 6.56558 -0.64206  0.307
H 4.25553 6.49454 1.10721  0.325
H 1.80937 7.11571 0.23659  0.366
H 1.95056 6.03986 1.62280  0.348
H 1.67455 3.19709 -0.62173  0.110
H 1.02102 3.52412 0.98323  0.407
H 3.17417 4.08148 1.91710  0.392
H 3.52787 2.70943 0.86540  0.502
C -2.09628 4.08200 -1.11873  -0.557
O -2.27878 2.88153 -1.82640  -0.321
C -1.11374 2.50436 -2.52561  0.259
C -1.20445 1.07234 -3.00052  -0.670
O -0.92915 0.13745 -1.97018  -0.406
C -2.04612 -0.25232 -1.17862  -0.341
C -2.86661 -1.35804 -1.79766  -0.663
O -3.71336 -0.84614 -2.80458  -0.333
C -4.35129 -1.87264 -3.53237  -0.796
H -1.79236 4.90111 -1.78133  0.289
H -3.03981 4.34006 -0.64366  0.293
H -1.32868 3.95748 -0.34222  0.110
H -0.24174 2.58918 -1.85724  -0.448
H -0.95600 3.17276 -3.38426  0.516
H -0.42904 0.91868 -3.75437  0.433
H -2.17874 0.88808 -3.45796  0.286
H -2.68616 0.60464 -0.95530  0.265
H -1.62668 -0.63041 -0.24459  0.305
H -3.46867 -1.83170 -1.00829  0.514
H -2.19442 -2.11982 -2.21481  0.373
H -3.62057 -2.50867 -4.04476  0.313
H -4.99454 -1.39904 -4.27022  0.260
H -4.96399 -2.50297 -2.87788  0.319
C -0.64422 -5.80914 -1.25535  -0.766
O -0.22167 -5.14924 -0.08418  -0.324
C -0.49726 -3.76624 -0.12676  -0.314
C -0.22220 -3.12530 1.21514  -0.557
O -1.26716 -3.30708 2.15446  -0.402
C -1.24353 -4.53274 2.87367  -0.487
C -0.38961 -4.48300 4.11884  -0.590
O 0.98113 -4.55418 3.78166  -0.246
C 1.81152 -4.38835 4.90641  -0.758
H -0.14550 -5.40319 -2.14389  0.307
H -0.38298 -6.85975 -1.15238  0.253
H -1.72811 -5.71947 -1.39314  0.305
H -1.54834 -3.59843 -0.39814  0.155
H 0.13232 -3.28250 -0.88974  0.479
H -0.15536 -2.04547 1.05997  0.419
H 0.73313 -3.48178 1.60857  0.280
H -0.91992 -5.35471 2.23112  0.280
H -2.27482 -4.71323 3.18141  0.362
H -0.66205 -5.32543 4.77031  0.431
H -0.59592 -3.55184 4.66424  0.347
H 1.66402 -3.40498 5.36924  0.314
H 2.84218 -4.47538 4.56898  0.229
H 1.61994 -5.15809 5.66294  0.295

As for the molecular weight: 404.5 g mol⁻¹. The net charge is +1. The gap between HOMO and LUMO comes out at 6.71 eV.

This record from the OMol25 dataset describes 2 unconnected molecules or ions with the total composition C5H8O2. The level of theory is wB97M-V/def2-TZVPD.

Each line ends with the Mulliken charge.
Geometry (Å):
C 0.20427 -1.73200 0.46248  -0.765
C 0.06062 -0.53792 -0.10476  0.061
C 1.01437 0.44714 -0.78312  -0.549
C -0.23197 1.17497 -1.30017  -0.128
O -1.04797 0.21163 -1.96013  -0.432
C -1.12331 0.29775 -0.53605  -0.237
H -0.65468 -2.29323 0.81956  0.322
H 1.18318 -2.19749 0.51859  0.306
H 1.59355 1.05434 -0.07821  0.238
H 1.65939 -0.00345 -1.53698  0.304
H -0.35302 2.20607 -1.61556  0.429
H -2.09767 0.48188 -0.08998  0.414
O 0.22652 0.56182 2.08913  -0.681
H 0.28223 -0.40115 1.90972  0.407
H -0.71550 0.72962 2.20548  0.311

As for the molecular weight: 100.1 g mol⁻¹. As for the SMILES: C=C1C[C@H]2O[C@@H]12.O. The gap between HOMO and LUMO comes out at 10.43 eV.

This record from the OMol25 dataset describes 2 unconnected molecules or ions with the total composition C3H10NOS. The level of theory is wB97M-V/def2-TZVPD.

Each line ends with the Mulliken charge.
Geometry (Å):
C -0.26826 2.86292 -0.39444  -0.810
S -0.88039 2.00599 1.07016  -0.153
C -0.04929 0.41742 0.87135  -0.814
H -0.93438 2.83257 -1.24871  0.249
H -0.06816 3.90189 -0.11446  0.300
H 0.68424 2.40756 -0.66781  0.280
H -0.57785 -0.40338 1.36237  0.341
H 0.95887 0.43209 1.26250  0.385
H 0.02262 0.12460 -0.17494  0.184
N 0.54398 -2.42957 -2.07819  -0.674
C 0.30161 -2.56706 -0.56999  -0.264
O 1.33577 -2.21559 0.14447  -0.794
H -0.17608 -2.96091 -2.57007  0.218
H 1.40737 -2.95041 -2.23068  0.220
H -0.08505 -3.62574 -0.44535  0.163
H -0.62619 -1.95382 -0.41016  0.169

As for the molecular weight: 108.2 g mol⁻¹. The net charge is -1. The gap between HOMO and LUMO comes out at 5.80 eV.